No. 1
10
Properties=species:S:1:pos:R:3:forces:R:3:mulliken_charge:R:1 method="wB97M-V/def2-TZVPD" lumo_energy_ev=0.203 homo_ev=-9.70 de_lowest_kcal_mol=11.5 homo_lumo_gap_ev=9.9 multiplicity=1
C -0.529 0.247 1.207 2.3 3.4 -1.7 -0.6390
C -0.163 0.340 -0.289 -0.5 -1.7 -2.8 -0.4912
P 1.596 -0.426 -0.847 -1.0 1.0 2.2 0.3147
Br -2.160 1.187 1.555 -0.2 0.5 0.2 -0.1188
Br 0.071 2.127 -1.086 0.0 0.1 0.7 -0.0586
Br 1.162 -0.957 -2.858 -0.4 -0.2 -1.5 -0.0851
Br 1.343 -2.408 0.120 0.0 -0.4 0.3 -0.1878
H -0.762 -0.684 1.539 -0.1 -2.9 0.5 0.4445
H 0.381 0.663 1.740 -1.4 -0.3 -0.1 0.3732
H -0.938 -0.088 -1.081 1.4 0.5 2.2 0.4481

No. 2
8
Properties=species:S:1:pos:R:3:forces:R:3:mulliken_charge:R:1 method="wB97M-V/def2-TZVPD" lumo_energy_ev=0.614 homo_ev=-10.67 de_lowest_kcal_mol=2.7 homo_lumo_gap_ev=11.3 smiles=C[C@](F)(Cl)Br multiplicity=1
C 0.049 -0.142 0.064 0.6 0.2 1.9 -1.0068
C 0.175 -1.001 1.386 -1.1 1.6 0.0 0.4571
F 0.272 -2.272 1.028 -0.1 -1.1 -0.5 -0.1737
Cl -1.280 -0.922 2.518 0.8 0.3 -0.8 -0.1642
Br 1.778 -0.642 2.413 0.0 0.4 -0.1 -0.0975
H 0.316 0.943 0.107 -0.2 -1.1 0.4 0.3134
H 0.752 -0.681 -0.517 0.9 -0.1 -1.0 0.3425
H -0.899 -0.270 -0.406 -0.9 -0.1 0.0 0.3293

No. 3
10
Properties=species:S:1:pos:R:3:forces:R:3:mulliken_charge:R:1 method="wB97M-V/def2-TZVPD" lumo_energy_ev=-0.325 homo_ev=-9.98 de_lowest_kcal_mol=12.0 homo_lumo_gap_ev=9.7 multiplicity=1
C -0.152 -0.129 -0.277 1.2 -3.5 -2.4 -0.4640
C -0.340 1.068 1.830 -1.0 2.6 0.6 0.2980
N 0.277 0.871 0.600 -1.3 -1.0 1.4 -0.1850
F -1.534 2.202 1.798 2.1 -2.7 -0.4 -0.3257
Cl -1.607 0.240 -1.263 -0.2 0.3 -0.1 -0.1726
Br -1.086 -0.473 2.718 0.1 0.6 -0.6 -0.0607
I 0.965 2.137 3.185 -0.1 -0.2 -0.3 0.1106
H 0.684 -0.451 -1.082 -1.7 1.2 2.0 0.3074
H -0.414 -1.137 0.197 0.5 1.8 -0.1 0.2483
H 0.716 1.653 0.181 0.4 0.9 -0.1 0.2437

No. 4
9
Properties=species:S:1:pos:R:3:forces:R:3:mulliken_charge:R:1 method="wB97M-V/def2-TZVPD" lumo_energy_ev=0.243 homo_ev=-8.48 de_lowest_kcal_mol=47.9 homo_lumo_gap_ev=8.7 multiplicity=1
C 0.983 -0.091 0.288 -4.2 -1.1 -1.6 0.5449
C -1.025 -0.819 -0.466 3.3 0.8 1.2 -0.4084
N 0.709 1.144 0.642 2.2 2.5 1.4 -0.3683
O 1.942 -0.761 0.253 0.4 -0.3 0.0 -0.4208
Cl -0.758 -2.270 -1.339 0.1 -0.3 -0.6 -0.1242
Br -1.779 0.652 -1.424 -0.2 -0.2 0.1 -0.1270
H -1.507 -1.105 0.446 -0.7 0.5 0.3 0.3948
H -0.238 1.640 0.630 2.2 -1.3 -0.2 0.2296
H 1.672 1.610 0.970 -3.3 -0.6 -0.8 0.2795

No. 5
11
Properties=species:S:1:pos:R:3:forces:R:3:mulliken_charge:R:1 method="wB97M-V/def2-TZVPD" lumo_energy_ev=0.568 homo_ev=-9.10 de_lowest_kcal_mol=20.2 homo_lumo_gap_ev=9.7 multiplicity=1
O 1.253 0.653 0.693 1.8 1.7 -0.8 -0.7161
N 0.865 -0.494 0.728 -2.2 0.6 2.0 0.8140
O -0.143 -0.706 1.691 0.1 -2.7 0.0 -0.4539
C 1.157 -1.578 0.133 -0.5 -1.1 -0.1 0.2342
F 2.242 -1.707 -0.570 0.6 0.5 -0.6 -0.1935
Br -0.033 -2.980 0.116 0.1 -0.7 -0.1 -0.0223
H -0.548 0.095 1.977 0.1 1.8 -0.4 0.3332
C -1.183 1.724 -1.159 0.5 0.3 -1.1 -0.1067
O -1.674 0.649 -1.004 -0.8 -0.8 0.6 -0.3612
H -0.083 1.693 -1.412 -0.7 1.1 0.4 0.2152
H -1.851 2.652 -1.194 1.1 -0.6 0.2 0.2570

No. 6
8
Properties=species:S:1:pos:R:3:forces:R:3:mulliken_charge:R:1 method="wB97M-V/def2-TZVPD" lumo_energy_ev=-1.108 homo_ev=-8.20 de_lowest_kcal_mol=74.3 homo_lumo_gap_ev=7.1 multiplicity=1
C 0.153 -0.629 0.012 1.7 -2.1 0.1 -0.1519
C 1.025 0.355 -0.301 2.1 -1.4 -0.6 -0.5699
N -1.052 -0.015 0.090 -3.8 2.2 0.7 0.3032
N -1.074 1.258 0.018 -4.8 -1.8 0.6 -0.6704
Br 2.764 -0.176 -0.134 1.6 -0.4 0.0 -0.1598
H 0.276 -1.732 0.214 -0.3 1.5 -0.2 0.3505
H -2.008 -0.546 0.258 2.5 1.5 -0.6 0.3090
H -0.084 1.483 -0.157 1.1 0.4 0.0 0.5893

No. 7
10
Properties=species:S:1:pos:R:3:forces:R:3:mulliken_charge:R:1 method="wB97M-V/def2-TZVPD" lumo_energy_ev=-0.178 homo_ev=-10.76 de_lowest_kcal_mol=18.0 homo_lumo_gap_ev=10.6 smiles="C/C(Br)=N/[N+](=O)[O-]" multiplicity=1
C 1.349 -1.055 0.598 -1.5 4.9 1.6 -0.8388
C 0.117 -0.234 0.006 -1.3 0.9 -1.5 0.5067
Br -0.103 -0.626 -1.967 0.4 0.1 1.2 -0.1458
N -0.731 0.636 0.480 6.0 -3.8 1.8 -0.4480
N -1.540 1.323 -0.294 -3.1 0.9 -1.1 1.0448
O -2.684 0.911 -0.250 -0.2 0.2 -0.5 -0.5366
O -1.154 2.326 -0.834 0.5 0.1 -0.2 -0.5302
H 2.271 -0.404 0.273 -1.6 -1.7 0.4 0.2928
H 1.281 -2.069 0.259 0.3 -0.3 0.1 0.3839
H 1.192 -0.809 1.730 0.7 -1.2 -1.8 0.2711

No. 8
10
Properties=species:S:1:pos:R:3:forces:R:3:mulliken_charge:R:1 method="wB97M-V/def2-TZVPD" lumo_energy_ev=0.304 homo_ev=-10.69 de_lowest_kcal_mol=31.8 homo_lumo_gap_ev=11.0 smiles="O=[N+]([O-])N1C[C@@H]1Br" multiplicity=1
O 0.566 -2.218 -0.192 2.4 -2.6 0.4 -0.5566
N -0.329 -1.489 -0.354 -2.9 1.5 -2.5 0.9193
O -1.323 -1.643 -1.099 1.7 0.3 1.4 -0.5680
N -0.292 -0.336 0.379 -1.1 2.5 0.7 -0.1538
C 0.847 0.559 0.595 0.2 -1.8 1.1 -0.3549
C -0.319 1.010 -0.184 -1.9 -0.9 3.3 -0.1059
Br -1.844 1.987 0.504 0.8 0.1 -0.4 -0.1362
H 1.532 0.247 -0.151 1.8 0.3 -0.1 0.3069
H 1.195 0.693 1.651 -0.6 0.3 -1.2 0.2570
H -0.033 1.189 -1.150 -0.2 0.4 -2.6 0.3923

No. 9
10
Properties=species:S:1:pos:R:3:forces:R:3:mulliken_charge:R:1 method="wB97M-V/def2-TZVPD" lumo_energy_ev="-0.222 / -3.459" homo_ev="-6.49 / -9.47" de_lowest_kcal_mol=81.9 homo_lumo_gap_ev="6.3 / 6.0" s_squared=2.030 multiplicity=3
C 0.833 -1.390 -0.120 -0.7 0.2 2.1 0.4915
C -0.877 1.086 -0.010 -1.8 1.9 -2.7 0.5537
N -0.014 -2.205 0.302 -0.9 -0.5 0.0 -0.4151
N -0.716 1.702 1.008 -1.0 1.6 -1.8 -0.4627
N -1.331 1.032 -1.151 0.8 -2.7 -1.4 -0.5623
N 1.047 -0.254 -0.470 -3.4 -4.0 -1.2 -0.3756
Br 2.372 0.960 -0.629 4.7 3.9 -0.2 -0.0432
H -0.286 1.349 1.744 2.1 -1.7 4.5 0.2345
H -0.905 0.387 -1.881 -0.8 1.5 1.4 0.2992
H -0.123 -2.668 1.208 1.1 0.0 -0.6 0.2799

No. 10
10
Properties=species:S:1:pos:R:3:forces:R:3:mulliken_charge:R:1 method="wB97M-V/def2-TZVPD" lumo_energy_ev="-0.265 / -3.712" homo_ev="-7.90 / -10.19" de_lowest_kcal_mol=59.5 homo_lumo_gap_ev="7.6 / 6.5" s_squared=2.036 multiplicity=3
C -1.392 -1.624 -0.016 2.1 0.8 -1.6 -0.0127
C 0.636 0.150 -0.181 -1.8 1.3 0.0 0.7482
N -2.021 -2.443 0.449 -2.0 -2.1 1.4 -0.3739
N 1.440 -0.824 -0.073 0.8 -1.9 0.5 -0.5655
N 0.936 1.412 0.231 -2.3 0.9 -0.6 -0.3303
N -0.726 -0.011 -0.628 1.3 -0.1 1.1 -0.0513
Br -1.926 1.366 -0.422 -0.5 0.5 -0.4 -0.0278
H 1.132 -1.818 -0.183 -0.2 1.6 -0.5 0.3065
H 1.814 1.738 0.552 0.7 -0.3 0.1 0.2162
H 0.107 2.054 0.272 1.8 -0.7 0.0 0.0904

Q: Look up the multiplicity of the first one.
A: 1

Q: Look up the multiplicity of the fourth one.
A: 1

Please write out number 4 again, unchanged.
9
Properties=species:S:1:pos:R:3:forces:R:3:mulliken_charge:R:1 method="wB97M-V/def2-TZVPD" lumo_energy_ev=0.243 homo_ev=-8.48 de_lowest_kcal_mol=47.9 homo_lumo_gap_ev=8.7 multiplicity=1
C 0.983 -0.091 0.288 -4.2 -1.1 -1.6 0.5449
C -1.025 -0.819 -0.466 3.3 0.8 1.2 -0.4084
N 0.709 1.144 0.642 2.2 2.5 1.4 -0.3683
O 1.942 -0.761 0.253 0.4 -0.3 0.0 -0.4208
Cl -0.758 -2.270 -1.339 0.1 -0.3 -0.6 -0.1242
Br -1.779 0.652 -1.424 -0.2 -0.2 0.1 -0.1270
H -1.507 -1.105 0.446 -0.7 0.5 0.3 0.3948
H -0.238 1.640 0.630 2.2 -1.3 -0.2 0.2296
H 1.672 1.610 0.970 -3.3 -0.6 -0.8 0.2795